No. 1
Computed, not measured: a cluster of 2 separate species, C9H13FN3S in total in a non-equilibrium geometry, with wB97M-V/def2-TZVPD.

Geometry as XYZ:
```
27
Properties=species:S:1:pos:R:3:forces:R:3
C -1.4649 -0.5466 1.6106 0.90 1.25 -2.51
C 0.4493 0.6315 0.5165 -2.89 -2.24 -1.43
C -0.6502 0.5510 1.5143 -0.05 -3.71 -0.61
C 0.3886 -0.3783 -0.5079 2.65 1.63 0.67
C 1.9123 1.0267 -1.7746 0.67 0.12 -3.11
C -1.5290 -1.5929 0.4261 -0.76 0.92 1.02
C 1.1275 1.8049 0.3071 2.04 2.18 1.34
C -0.1784 -1.7328 -0.2551 -0.10 -2.03 -2.21
C 0.8582 -2.5715 0.5950 -0.47 -1.07 -1.49
N 1.2069 -0.1336 -1.5872 -1.03 -0.94 0.20
N 1.9140 1.9554 -0.7814 0.54 -1.26 -0.10
N -0.4462 3.2667 -0.1411 1.15 1.19 3.66
F -0.6365 1.5293 2.3691 -0.16 1.27 1.33
S 2.6713 1.3335 -3.2504 -0.51 -0.40 1.54
H -2.2381 -0.6371 2.3327 -0.36 0.22 0.67
H -1.9380 -2.5076 0.8868 0.68 -0.02 -0.41
H -2.2928 -1.3405 -0.3638 0.56 0.26 0.95
H 1.3825 2.5006 1.1622 -0.61 -1.04 -1.14
H -0.3346 -2.3382 -1.2606 0.37 1.55 1.70
H 0.5812 -2.2677 1.5952 0.79 -0.37 0.57
H 1.9292 -2.3732 0.2897 -1.25 -0.16 0.61
H 0.6250 -3.7038 0.3954 0.45 2.21 0.63
H 1.2895 -0.7854 -2.3973 -0.23 0.58 1.02
H 2.7029 2.5788 -0.9849 -0.76 0.50 0.88
H -1.3757 3.0691 -0.3325 -2.42 -0.59 0.11
H -0.1630 3.7464 -0.9093 1.43 1.42 -3.43
H -0.3777 4.0617 0.5554 -0.64 -1.48 -0.47
```
Positions in Å, forces in eV/Å.

* multiplicity: 1
* Kohn-Sham gap: 7.41 eV
* net charge: +1
* HOMO level: -11.90 eV
* ΔE to the lowest compared entry with this formula, charge and spin: 0.0000 eV

Results of the Mulliken charge analysis, in e, for atoms 1 through 2: C -0.886; C 0.328

=====

No. 2
Computed, not measured: a structure of composition CH21O15V in a non-equilibrium geometry, with wB97M-V/def2-TZVPD.

Geometry as XYZ:
```
38
Properties=species:S:1:pos:R:3:forces:R:3
O -1.8838 -2.8249 3.6763 0.40 0.75 -1.08
V -0.9945 -1.9916 2.6513 3.38 -1.40 2.23
O 0.5080 -2.1086 3.3060 -3.61 0.41 -1.52
O 0.0186 -0.4999 -1.1980 -0.14 -0.65 -0.04
C 0.2888 -0.1676 0.1218 -1.92 -2.68 -1.19
O -0.2059 -1.0041 0.9645 0.17 1.02 -0.08
O 0.8801 0.8551 0.1781 1.49 2.82 2.04
H -0.2779 -1.4059 -1.1660 -0.50 -0.81 -0.34
O 0.2975 1.8446 -2.9287 0.01 -0.01 0.44
H 0.1825 0.8981 -2.7691 0.07 0.26 -0.14
H -0.2523 2.0859 -3.6733 -0.12 -0.02 -0.20
O -2.2617 -3.2190 -1.5272 0.10 -0.33 0.22
H -2.7103 -2.8109 -2.2698 -0.09 0.41 -0.27
H -2.1149 -4.1343 -1.8040 -0.01 0.19 0.18
O 3.4014 -0.5782 1.5602 0.06 -0.18 0.06
H 3.3720 0.0200 0.8148 0.06 0.10 -0.46
H 3.0942 -0.0273 2.2834 -0.13 0.05 0.34
O -1.9011 -0.1914 2.9636 0.26 0.15 -0.14
H -1.2238 0.4605 2.7611 0.22 0.40 -0.26
H -2.3079 0.0688 3.7896 -0.23 -0.11 0.53
O 2.4632 -0.3609 -2.8646 -0.28 -0.64 -0.22
H 1.7146 -0.4107 -2.2616 0.12 -0.10 0.08
H 2.8285 0.5038 -2.6950 0.35 0.60 0.14
O -2.4508 -0.3432 -3.0345 0.32 0.00 0.28
H -2.0131 0.0603 -2.2693 -0.23 -0.03 -0.02
H -1.7126 -0.4217 -3.6478 -0.11 -0.11 -0.26
O 1.9180 1.8726 2.7227 0.65 -0.10 0.72
H 1.2431 2.2861 3.2539 -0.18 0.28 0.17
H 1.5538 1.7155 1.8592 -0.47 -0.26 -0.94
O -2.8092 -2.2237 1.1760 0.39 0.06 1.01
H -3.2787 -1.3951 1.2605 -0.27 0.25 -0.09
H -2.9512 -2.5481 0.2928 0.23 -0.38 -1.06
O -0.5233 3.4360 0.4800 -0.12 -0.17 0.45
H -0.4586 2.9104 1.2880 -0.03 0.29 -0.14
H -0.0591 2.8751 -0.1467 0.08 -0.07 -0.41
O 3.0223 2.1812 -1.3981 0.62 0.08 -0.25
H 2.1187 2.0672 -1.1186 -0.63 -0.10 0.14
H 3.4855 2.5259 -0.6318 0.09 0.04 0.06
```
Positions in Å, forces in eV/Å.

* multiplicity: 1
* Kohn-Sham gap: 8.64 eV
* HOMO level: -10.46 eV

Results of the Mulliken charge analysis, in e, for atoms 1 through 2: O -0.495; V 1.354

=====

No. 3
Computed, not measured: a structure of composition C19H34ClF5O7SSi4Yb in a non-equilibrium geometry, with wB97M-V/def2-TZVPD.

Geometry as XYZ:
```
72
Properties=species:S:1:pos:R:3:forces:R:3
Yb -1.6939 -0.1673 0.3350 0.38 0.33 3.03
C -3.6993 3.4242 2.4475 0.04 -0.25 -0.22
C -3.4077 2.1143 1.7301 -0.44 0.34 -0.49
C -4.6258 1.1792 1.6825 0.16 0.40 0.33
O -2.3187 1.4063 2.3270 -0.16 0.01 -0.06
C -3.0054 2.4009 0.2238 -1.62 1.25 1.25
O -3.7325 3.1435 -0.4109 0.10 -0.12 -0.03
O -1.9592 1.8150 -0.1551 0.91 0.25 -0.89
H -4.1242 3.2479 3.4352 -0.02 -0.01 0.10
H -4.3896 4.0108 1.8453 -0.05 0.01 0.04
H -2.7711 3.9815 2.5502 0.05 0.05 0.05
H -5.0072 0.9798 2.7014 0.14 0.06 -0.22
H -4.8576 -0.6098 0.8130 0.47 0.11 -0.02
H -5.4193 1.6413 1.0821 0.17 -0.06 0.07
H -2.6337 1.0221 3.1640 0.29 -0.23 -0.34
F 2.5227 -1.4593 6.2392 -0.25 -0.01 -0.22
C 1.4580 -1.5684 5.4194 -0.22 -0.09 -0.10
C 1.2961 -0.6987 4.3438 0.18 0.02 0.17
F 2.1915 0.2774 4.1392 -0.04 -0.18 0.01
C 0.1993 -0.8363 3.5196 -0.70 -0.30 -0.36
F 0.0639 -0.0045 2.4264 0.40 -0.29 0.62
C -0.8256 -1.7802 3.7328 1.13 0.14 0.84
S -2.2242 -1.8278 2.7751 -0.66 0.12 -0.73
C -0.6193 -2.6445 4.8339 -0.15 0.32 -0.51
F -1.5408 -3.5832 5.1136 0.27 0.18 0.01
C 0.4940 -2.5530 5.6428 0.30 0.17 0.13
F 0.6491 -3.4026 6.6746 0.00 0.18 -0.16
O -4.2186 -2.2165 -0.3485 -0.06 -0.29 -0.15
Cl -3.0251 -2.0146 -1.1610 -2.10 -2.60 -1.71
O -2.9783 -0.5814 -1.5110 0.32 1.21 0.21
O -1.8490 -2.2448 -0.2980 0.54 -0.66 0.28
O -4.1437 -0.0158 1.0974 -0.31 -0.07 -0.30
C 1.8952 -1.6604 -4.4681 -0.15 0.38 0.74
Si 0.5518 -1.5391 -3.0815 -0.37 -0.62 -0.58
C -1.0321 -1.1210 -4.0917 0.29 0.07 0.50
C 0.3358 -3.3691 -2.5270 0.01 0.58 0.12
Si 0.6521 -0.1017 -1.1202 1.86 0.02 -1.28
Si 1.0871 2.0694 -2.0547 0.03 0.65 -0.10
C 2.6454 2.2824 -3.1686 -0.49 -0.36 0.42
C 1.3087 3.3237 -0.6200 -0.13 -0.49 -0.30
C -0.3958 2.7073 -3.0806 0.29 -0.37 0.36
Si 2.7843 -0.6890 -0.1561 0.46 -0.26 0.56
C 4.3090 -0.9705 -1.2963 -0.71 0.14 0.09
C 2.5764 -2.3324 0.8252 -0.19 0.52 -0.31
C 3.4032 0.6044 1.1264 -0.44 -0.19 -0.43
H 1.6081 -2.3485 -5.2608 -0.28 -0.15 0.03
H 2.8452 -2.0007 -4.0709 0.25 -0.08 0.11
H 2.0691 -0.6925 -4.9267 0.04 0.26 -0.10
H -1.4624 -1.9872 -4.5898 0.09 -0.25 -0.06
H -0.8299 -0.3745 -4.8541 0.13 0.18 -0.13
H -1.7922 -0.7071 -3.4371 -0.13 0.10 -0.04
H -0.0595 -4.0133 -3.3096 -0.03 0.05 -0.27
H -0.3459 -3.4170 -1.6831 -0.06 -0.09 0.13
H 1.2789 -3.7963 -2.1989 0.25 -0.04 0.09
H 3.5426 2.0131 -2.6220 0.24 -0.08 0.16
H 2.7731 3.2999 -3.5280 -0.15 0.25 0.03
H 2.5901 1.6315 -4.0343 -0.02 -0.19 -0.23
H 2.2239 3.1431 -0.0655 0.21 -0.10 0.11
H 0.4778 3.2136 0.0713 -0.17 -0.01 0.16
H 1.3229 4.3577 -0.9552 -0.01 0.15 -0.22
H -0.5297 2.1355 -3.9934 0.01 -0.18 -0.21
H -0.3056 3.7552 -3.3566 0.19 0.19 0.02
H -1.3018 2.5998 -2.4919 -0.19 -0.01 0.10
H 4.1000 -1.7338 -2.0377 -0.06 -0.21 -0.19
H 5.1988 -1.2751 -0.7514 0.04 -0.05 0.30
H 4.5502 -0.0608 -1.8354 0.05 0.24 -0.15
H 2.5857 -3.1865 0.1560 -0.04 -0.20 -0.21
H 1.6153 -2.3424 1.3363 -0.16 -0.02 0.11
H 3.3482 -2.4940 1.5734 0.23 0.11 0.08
H 3.9594 1.4009 0.6410 0.09 0.17 -0.19
H 4.0485 0.1768 1.8895 0.11 -0.25 0.03
H 2.5640 1.0652 1.6371 -0.17 0.11 0.14
```
Positions in Å, forces in eV/Å.

* multiplicity: 2
* Kohn-Sham gap (alpha / beta): 7.44 / 7.44 eV
* net charge: -1
* HOMO level (alpha / beta): -5.17 / -5.17 eV
* ΔE to the lowest compared entry with this formula, charge and spin: 0.0000 eV

Results of the Mulliken charge analysis, in e, for atoms 1 through 2: Yb 0.045; C -1.960

=====

No. 4
Computed, not measured: a structure of composition C20H27N2O4PV in a non-equilibrium geometry, with wB97M-V/def2-TZVPD.

Geometry as XYZ:
```
55
Properties=species:S:1:pos:R:3:forces:R:3
C 0.3519 3.1597 -3.5086 -0.39 0.91 -0.64
C -0.9357 2.7814 -3.1326 -0.65 -0.42 0.54
C -1.1220 1.7140 -2.2298 0.26 1.40 -1.27
C -0.0023 1.0903 -1.7788 0.69 -2.38 1.54
C 1.2871 1.4586 -2.1076 -0.36 1.19 -0.36
C 1.4661 2.5440 -2.9678 1.40 -0.46 -0.05
C -2.4218 1.0714 -1.8563 -0.47 1.15 -0.86
C -2.3332 -0.3475 -1.4243 -3.18 2.13 1.39
N -1.6191 -1.2926 -2.1537 -1.63 -3.33 -3.84
V -0.5768 -0.6358 -0.6203 3.28 -0.57 3.37
C 2.3897 0.7017 -1.4414 1.11 1.96 -0.73
P 1.9670 -0.9177 -1.0780 -3.58 -1.50 0.85
H -1.8222 3.2837 -3.5156 0.26 0.10 -0.23
H 2.5008 2.8556 -3.2346 -0.91 -0.09 0.03
H 0.4756 3.9594 -4.2656 -0.06 -0.50 0.67
H 2.7314 1.1427 -0.5050 -0.20 0.20 0.11
H 3.2817 0.5707 -2.0514 0.41 0.37 -0.39
H -2.9067 1.6089 -1.0531 -0.03 0.22 0.44
H -3.1462 1.1181 -2.6726 -0.06 0.28 -0.39
H -2.1933 -0.9548 -0.0567 0.56 -0.91 0.42
C 2.8821 -1.3184 0.3633 1.00 -0.36 -0.25
C 2.1377 -1.9529 -2.5254 1.10 -0.08 0.22
H -3.3679 -0.6178 -1.2171 -0.03 -0.20 -0.21
C -1.1624 -0.9475 -3.5129 -0.52 0.01 -1.60
C -2.5246 -2.5079 -2.2948 1.08 -0.21 -2.41
H 0.8749 -1.8501 -0.8386 -2.07 0.37 1.17
H -1.6616 -1.4828 -4.3577 0.07 -0.08 1.03
H -1.3619 0.0784 -3.7589 0.17 0.42 0.14
H -0.1152 -1.1219 -3.6623 0.44 -0.02 0.22
H -2.8359 -2.7108 -3.3591 0.70 0.56 0.75
H -2.1018 -3.4206 -1.9816 0.82 -0.88 0.76
H -3.4502 -2.3721 -1.8537 -1.47 0.37 1.51
H 3.2037 -2.0341 -2.5317 0.95 -0.67 -1.06
H 1.6507 -2.9249 -2.4136 0.22 0.24 0.11
H 1.7588 -1.4538 -3.4028 0.15 0.28 -0.22
H 3.8793 -1.2498 -0.0546 0.89 -0.23 0.76
H 2.6885 -0.5351 1.0940 -0.05 0.05 -0.07
H 2.6583 -2.2867 0.8009 0.11 -0.08 -0.20
H -1.6822 -1.8197 0.4589 -0.07 1.02 -0.78
O -1.4761 0.5119 1.5388 0.93 0.12 0.17
C -0.3094 0.5376 2.0123 -1.30 -0.50 -1.51
O 0.7440 0.4944 1.3120 0.00 -0.38 -0.34
C -0.1692 0.5285 3.4755 2.52 1.14 0.18
C 0.9794 1.1851 4.0013 -1.46 -0.33 0.05
C 1.0949 1.2647 5.3739 1.22 0.48 0.56
C 0.2133 0.5472 6.1825 -1.32 -0.41 -1.85
C -0.9539 -0.0689 5.6441 2.02 0.63 0.57
C -1.0717 -0.1006 4.2794 -1.62 -0.33 -0.19
N 0.5803 0.2228 7.5101 0.66 -0.11 3.10
O 1.6289 0.7235 7.9862 -2.02 -1.00 -0.85
O -0.1532 -0.5747 8.1339 1.39 1.39 -0.86
H 1.7147 1.6045 3.3184 -0.30 0.10 0.22
H 1.9039 1.8755 5.8397 -0.63 -0.96 -0.35
H -1.6611 -0.5142 6.2999 -0.28 -0.48 0.34
H -1.9069 -0.6206 3.7937 0.25 0.39 0.28
```
Positions in Å, forces in eV/Å.

* multiplicity: 4
* Kohn-Sham gap (alpha / beta): 6.58 / 7.52 eV
* HOMO level (alpha / beta): -7.07 / -8.02 eV

Results of the Mulliken charge analysis, in e, for atoms 1 through 2: C -0.906; C -0.872